1.
{"formula": "C7H27CoO7", "method": "ωB97M-V with the def2-TZVPD basis set", "homo_lumo_gap_ev": [9.482, 9.126], "multiplicity": 4, "total_charge": 1, "lumo_ev": [-2.689, -2.904], "s_squared": 3.757, "elements": ["Co", "C", "O", "H", "H", "H", "C", "O", "H", "H", "H", "H", "C", "O", "H", "H", "H", "H", "C", "O", "H", "H", "H", "H", "C", "O", "H", "H", "H", "H", "C", "O", "H", "H", "H", "H", "C", "O", "H", "H", "H", "H"], "xyz": [[-0.412, -0.837, 0.682], [1.923, -2.627, 0.149], [1.151, -1.892, 1.042], [2.396, -2.049, -0.618], [2.651, -3.100, 0.764], [1.382, -3.442, -0.388], [0.317, 2.958, -2.875], [0.686, 1.657, -2.329], [-0.020, 3.478, -1.890], [1.180, 3.381, -3.327], [-0.447, 2.888, -3.620], [0.810, 1.032, -3.005], [-1.597, -2.919, 2.315], [-1.640, -2.506, 0.923], [-0.731, -3.465, 2.608], [-1.653, -2.118, 3.052], [-2.521, -3.623, 2.388], [-1.736, -3.297, 0.302], [0.677, -1.723, -3.675], [0.162, -0.552, -4.253], [1.233, -1.452, -2.835], [-0.098, -2.459, -3.430], [1.463, -2.220, -4.279], [-0.496, -0.872, -4.961], [-2.395, 1.345, -0.629], [-1.078, 0.748, -0.556], [-2.821, 1.134, -1.642], [-2.980, 0.829, 0.082], [-2.233, 2.392, -0.417], [-0.388, 1.330, -0.961], [-1.367, 1.404, 2.779], [-0.510, 0.354, 2.454], [-2.350, 1.069, 2.548], [-1.152, 1.626, 3.844], [-1.130, 2.316, 2.258], [0.413, 0.373, 2.800], [2.195, 2.171, 2.441], [1.970, 0.908, 3.006], [1.967, 2.951, 3.184], [3.269, 2.380, 2.170], [1.638, 2.148, 1.560], [2.270, 0.279, 2.335]], "lowdin_spin": [2.726, 0.017, 0.134, 0.003, 0.003, 0.001, 0.000, 0.000, 0.000, 0.000, 0.000, 0.000, 0.001, 0.041, 0.000, 0.000, 0.001, 0.002, 0.000, 0.000, 0.000, 0.000, 0.000, 0.000, 0.005, 0.025, 0.000, 0.000, 0.000, 0.001, 0.004, 0.034, 0.000, 0.001, 0.000, 0.001, 0.000, 0.000, 0.000, 0.000, 0.000, 0.000]}

2.
{"formula": "C7H28FN14NiO7", "method": "ωB97M-V with the def2-TZVPD basis set", "relative_energy_kcal_mol": 0.00, "homo_lumo_gap_ev": [8.865, 8.415], "multiplicity": 3, "total_charge": 1, "lumo_ev": [-2.312, -2.762], "s_squared": 2.003, "elements": ["Ni", "F", "C", "O", "N", "N", "H", "H", "H", "H", "C", "O", "N", "N", "H", "H", "H", "H", "C", "O", "N", "N", "H", "H", "H", "H", "C", "O", "N", "N", "H", "H", "H", "H", "C", "O", "N", "N", "H", "H", "H", "H", "C", "O", "N", "N", "H", "H", "H", "H", "C", "O", "N", "N", "H", "H", "H", "H"], "xyz": [[0.915, 1.340, -1.268], [0.381, -0.363, -0.419], [0.394, 2.693, 1.502], [1.164, 2.301, 0.604], [-0.573, 3.606, 1.244], [0.415, 2.213, 2.766], [-1.135, 3.848, 2.041], [-0.731, 3.978, 0.327], [0.948, 1.399, 3.016], [-0.213, 2.637, 3.423], [-0.364, -4.408, 1.179], [-0.244, -5.603, 0.962], [0.507, -3.505, 0.617], [-1.338, -3.872, 1.964], [0.401, -2.512, 0.498], [1.173, -3.950, 0.010], [-1.913, -4.523, 2.464], [-1.287, -2.896, 2.206], [-3.366, -1.513, 0.768], [-4.426, -1.765, 1.304], [-2.480, -0.581, 1.239], [-2.988, -2.086, -0.432], [-2.865, -0.101, 2.032], [-1.516, -0.571, 0.932], [-3.450, -2.940, -0.687], [-2.028, -1.923, -0.679], [-0.082, 0.001, -3.754], [0.820, 0.717, -3.276], [-0.446, 0.102, -5.045], [-0.624, -0.988, -3.015], [-0.328, 0.951, -5.571], [-1.074, -0.553, -5.479], [-0.190, -1.091, -2.104], [-1.575, -1.281, -3.152], [-2.180, 2.400, -1.320], [-1.057, 1.897, -1.387], [-2.380, 3.741, -1.533], [-3.272, 1.728, -0.898], [-1.843, 4.292, -2.178], [-3.199, 4.140, -1.109], [-3.140, 0.852, -0.406], [-4.127, 1.926, -1.390], [1.026, -0.995, 3.040], [-0.189, -0.845, 2.915], [1.904, -0.936, 2.005], [1.616, -0.893, 4.279], [2.852, -1.183, 2.225], [1.584, -0.898, 1.047], [2.589, -1.076, 4.431], [0.972, -0.736, 5.033], [4.084, 0.940, -1.343], [2.858, 0.940, -1.326], [4.823, -0.007, -1.963], [4.803, 1.945, -0.768], [4.465, -0.834, -2.401], [5.812, 0.171, -1.989], [5.795, 1.871, -0.637], [4.325, 2.797, -0.544]], "lowdin_spin": [1.820, 0.058, 0.005, 0.020, 0.001, 0.003, 0.000, 0.000, 0.000, 0.000, 0.000, 0.000, 0.001, 0.000, 0.001, 0.000, 0.000, 0.000, 0.000, 0.000, 0.000, 0.000, 0.000, 0.000, 0.000, 0.000, 0.003, 0.034, 0.002, 0.000, 0.000, 0.000, 0.000, 0.000, 0.003, 0.021, 0.000, 0.000, 0.000, 0.000, 0.000, 0.000, 0.000, 0.000, 0.000, 0.000, 0.000, 0.000, 0.000, 0.000, 0.004, 0.023, 0.000, -0.001, 0.000, 0.000, 0.000, 0.000]}

3.
{"formula": "C7H28Fe2O19S3", "method": "ωB97M-V with the def2-TZVPD basis set", "relative_energy_kcal_mol": 150.39, "homo_lumo_gap_ev": [7.528, 5.904], "multiplicity": 11, "lumo_ev": [-1.204, -2.821], "s_squared": 30.016, "elements": ["Fe", "Fe", "S", "O", "O", "O", "O", "S", "O", "O", "O", "O", "S", "O", "O", "O", "O", "C", "O", "H", "H", "H", "H", "C", "O", "H", "H", "H", "H", "C", "O", "H", "H", "H", "H", "C", "O", "H", "H", "H", "H", "C", "O", "H", "H", "H", "H", "C", "O", "H", "H", "H", "H", "C", "O", "H", "H", "H", "H"], "xyz": [[-0.670, 2.975, -1.805], [1.805, -0.975, -1.469], [-0.004, 0.304, -0.009], [1.413, 0.263, -0.116], [-0.587, 1.473, -0.649], [-0.006, -0.868, -0.835], [-0.488, 0.043, 1.328], [-3.209, 3.528, -1.446], [-2.412, 3.000, -2.532], [-2.025, 3.632, -0.665], [-3.779, 4.805, -1.765], [-4.156, 2.526, -0.949], [1.120, 1.533, -3.360], [1.612, 0.268, -2.810], [-0.328, 1.679, -3.236], [1.180, 2.566, -2.340], [1.761, 1.882, -4.567], [1.205, 0.096, 4.441], [0.549, 0.911, 3.511], [1.840, 0.682, 5.106], [0.516, -0.376, 5.141], [1.874, -0.687, 4.084], [0.192, 0.436, 2.757], [4.434, -0.825, 0.367], [3.685, -0.370, -0.781], [5.520, -0.872, 0.286], [4.014, -0.280, 1.212], [4.130, -1.824, 0.677], [4.101, 0.443, -1.077], [-3.895, -0.678, 0.038], [-4.414, -0.098, -1.156], [-4.111, -1.741, -0.074], [-2.815, -0.665, 0.186], [-4.442, -0.287, 0.895], [-4.207, 0.839, -1.118], [0.429, 5.147, 0.328], [0.550, 3.859, -0.232], [-0.383, 5.661, -0.186], [0.197, 5.080, 1.391], [1.374, 5.676, 0.208], [1.159, 3.368, 0.324], [-2.636, -1.947, 3.419], [-1.387, -2.093, 2.714], [-2.546, -1.073, 4.064], [-3.448, -1.877, 2.695], [-2.831, -2.820, 4.043], [-1.163, -1.273, 2.268], [2.086, -4.068, -0.433], [1.959, -2.630, -0.180], [1.539, -4.630, 0.325], [1.633, -4.456, -1.346], [3.027, -4.587, -0.253], [1.853, -2.614, 0.774], [-0.459, -3.114, -2.773], [0.702, -2.372, -2.748], [-1.208, -2.656, -3.419], [-0.066, -4.120, -2.927], [-0.882, -3.093, -1.769], [1.097, -2.707, -3.556]], "lowdin_spin": [4.190, 4.192, 0.035, 0.198, 0.079, 0.200, 0.037, 0.018, 0.198, 0.159, 0.029, 0.024, 0.034, 0.146, 0.108, 0.103, 0.036, 0.000, 0.001, 0.000, 0.000, 0.000, 0.000, 0.005, 0.051, 0.001, 0.000, 0.000, 0.002, 0.000, 0.000, 0.000, 0.000, 0.000, 0.000, 0.004, 0.045, 0.001, 0.000, 0.001, 0.002, 0.000, 0.000, 0.000, 0.000, 0.000, 0.000, 0.005, 0.039, 0.001, 0.000, 0.000, 0.002, 0.005, 0.043, 0.001, 0.001, 0.001, 0.002]}

4.
{"formula": "C7H28N14O7", "method": "ωB97M-V with the def2-TZVPD basis set", "relative_energy_kcal_mol": 182.94, "homo_lumo_gap_ev": 9.413, "lumo_ev": -0.067, "elements": ["N", "C", "N", "O", "H", "H", "H", "H", "N", "C", "N", "O", "H", "H", "H", "H", "N", "C", "N", "O", "H", "H", "H", "H", "N", "C", "N", "O", "H", "H", "H", "H", "N", "C", "N", "O", "H", "H", "H", "H", "N", "C", "N", "O", "H", "H", "H", "H", "N", "C", "N", "O", "H", "H", "H", "H"], "xyz": [[3.930, -5.558, 1.775], [4.351, -6.792, 1.866], [4.144, -7.305, 0.773], [4.913, -7.233, 2.875], [3.609, -5.099, 0.934], [4.164, -5.081, 2.634], [3.744, -6.701, 0.069], [4.107, -8.311, 0.703], [-1.683, 3.760, 3.917], [-2.274, 3.962, 2.736], [-3.553, 3.721, 2.917], [-1.824, 4.522, 1.742], [-0.678, 3.752, 4.015], [-2.343, 3.073, 4.254], [-4.318, 4.160, 2.425], [-3.773, 3.386, 3.844], [-1.850, 8.360, -3.539], [-1.217, 8.779, -4.601], [-1.684, 9.954, -4.871], [-0.299, 8.220, -5.149], [-2.544, 8.848, -2.991], [-1.489, 7.495, -3.163], [-2.205, 10.460, -4.170], [-1.242, 10.415, -5.654], [7.196, 0.372, 3.900], [7.229, -0.748, 4.463], [8.352, -1.334, 4.347], [6.276, -1.312, 4.886], [6.393, 0.961, 4.064], [8.011, 0.575, 3.339], [8.456, -2.217, 4.827], [9.098, -1.099, 3.709], [-9.064, 1.349, 1.483], [-8.428, 0.278, 1.313], [-7.437, 0.430, 0.466], [-8.751, -0.757, 1.894], [-9.749, 1.110, 2.185], [-9.109, 2.135, 0.850], [-6.692, -0.252, 0.442], [-7.251, 1.373, 0.157], [0.472, -6.440, -4.247], [0.565, -6.677, -5.478], [-0.214, -7.606, -5.888], [1.429, -6.127, -6.181], [1.144, -5.742, -3.964], [-0.355, -6.675, -3.716], [-0.912, -7.961, -5.248], [-0.160, -8.052, -6.792], [1.235, 0.703, 0.101], [0.574, -0.001, -0.750], [-0.575, 0.569, -0.944], [1.027, -1.050, -1.173], [0.926, 1.528, 0.594], [2.160, 0.303, 0.176], [-1.139, 0.100, -1.638], [-0.692, 1.478, -0.519]], "nbo_charge": [-0.842, 0.735, -0.780, -0.688, 0.383, 0.410, 0.380, 0.402, -0.818, 0.748, -0.823, -0.659, 0.411, 0.366, 0.412, 0.362, -0.837, 0.748, -0.825, -0.658, 0.387, 0.400, 0.383, 0.402, -0.807, 0.723, -0.824, -0.672, 0.413, 0.381, 0.407, 0.379, -0.828, 0.740, -0.823, -0.683, 0.417, 0.394, 0.407, 0.375, -0.808, 0.729, -0.807, -0.699, 0.417, 0.383, 0.372, 0.412, -0.837, 0.746, -0.827, -0.686, 0.389, 0.408, 0.409, 0.397]}